--- i ---
# C3H7NO2

The ion C3H7NO2 with charge -1 (ωB97M-V/def2-TZVPD, the OMol25 dataset).

net charge	-1
E_HOMO (spin up / spin down)	0.5 / -2.9	eV
2S+1	2

Each line ends with the Löwdin spin population.
Element x y z (Å)
O  -2.0810  0.0901  -1.1505  0.317
C  -1.9991  -0.5103  -0.0231  0.413
C  -0.8415  -0.1172  0.8639  0.103
N  0.4525  -0.5870  0.3264  0.039
C  1.2540  0.3807  -0.3515  0.022
O  2.5678  0.5187  0.2073  0.011
H  -2.7819  -1.2550  0.2928  0.048
H  -0.9668  -0.4136  1.9075  0.013
H  -0.7450  0.9648  0.9957  0.019
H  1.0561  -0.9750  1.0468  0.005
H  1.2461  0.1254  -1.4303  0.002
H  0.8351  1.3915  -0.3024  0.004
H  3.3104  0.6025  -0.3918  0.003

--- ii ---
# C3H7NO2

A cluster of 2 separate species, C3H7NO2 in total (ωB97M-V/def2-TZVPD, the OMol25 dataset).

net charge	-1
E_HOMO (spin up / spin down)	0.1 / -3.3	eV
2S+1	2

Each line ends with the Löwdin spin population.
Element x y z (Å)
O  -0.2267  -1.3933  0.9324  0.311
C  -1.4943  -1.3199  0.6277  0.484
C  -2.0591  -0.1857  -0.1857  0.099
H  -2.1212  -2.2010  0.8145  0.047
H  -1.3870  0.6661  -0.0524  0.003
H  -2.0875  -0.4397  -1.2658  0.036
H  -3.0668  0.1234  0.1070  0.010
C  2.4697  1.0648  -0.6158  0.000
N  1.7814  0.4496  0.3724  0.002
O  2.5709  0.6789  -1.7606  0.002
H  2.9647  1.9820  -0.2326  0.000
H  1.3640  1.0069  1.1002  0.000
H  1.2920  -0.4320  0.1587  0.004

Stability summary - winner: ii; margin: 34.6 kcal/mol.

--- i ---
# C5H9N

An isolated molecule of C5H9N (ωB97M-V/def2-TZVPD, the OMol25 dataset).

structure (SMILES)	C=CC(=C)CN
E_HOMO	-8.8	eV

Each line ends with the Mulliken charge.
Element x y z (Å)
C  -1.0287  -0.7847  0.5105  -0.404
C  0.4272  -0.5601  0.1372  1.012
C  1.4024  -1.5094  -0.1612  -1.205
C  1.0197  0.7949  -0.1564  -0.342
C  0.4604  1.9072  0.2526  -0.716
H  -1.2019  0.8185  -0.8018  0.270
H  -2.7797  0.0508  -0.5892  0.209
H  -1.2300  -0.4399  1.5585  0.198
H  -1.2452  -1.9119  0.5496  0.316
H  2.4599  -1.3840  -0.3786  0.255
H  1.2546  -2.5291  -0.1346  0.325
H  1.9338  0.8044  -0.9116  0.159
H  -0.4977  1.8672  0.8686  0.274
H  0.8165  2.9472  -0.1218  0.218
N  -1.7915  -0.0712  -0.6219  -0.569

--- ii ---
# C5H9N

An isolated molecule of C5H9N (ωB97M-V/def2-TZVPD, the OMol25 dataset).

structure (SMILES)	C1CC1N1CC1
E_HOMO	-8.7	eV

Each line ends with the Mulliken charge.
Element x y z (Å)
C  -1.2848  0.8335  0.5517  -0.631
C  -1.9324  -0.2661  -0.2499  -0.571
C  -0.5659  -0.4678  0.3221  0.044
N  0.5598  -0.5694  -0.5860  -0.360
C  1.8684  -0.7362  0.0194  -0.385
C  1.5055  0.5354  -0.6433  -0.485
H  -0.9394  1.7045  -0.0004  0.311
H  -1.6527  1.0495  1.5516  0.230
H  -2.7701  -0.8109  0.1766  0.238
H  -1.9794  -0.1229  -1.3256  0.243
H  -0.4910  -1.1395  1.1759  0.345
H  1.9324  -0.7250  1.1082  0.264
H  2.5271  -1.4497  -0.4710  0.237
H  1.8905  0.7704  -1.6335  0.218
H  1.3320  1.3943  0.0042  0.303

Stability summary - winner: ii; margin: 9.3 kcal/mol.

--- i ---
# C12H48N24O12

A cluster of 12 separate species, C12H48N24O12 in total (ωB97M-V/def2-TZVPD, the OMol25 dataset).

structure (SMILES)	NC(N)=O.NC(N)=O.NC(N)=O.NC(N)=O.NC(N)=O.NC(N)=O.NC(N)=O.NC(N)=O.NC(N)=O.NC(N)=O.NC(N)=O.NC(N)=O
E_HOMO	-8.0	eV

Each line ends with the Mulliken charge.
Element x y z (Å)
C  -0.2259  -0.2765  0.6354  -0.042
O  0.0293  -0.7270  1.7519  -0.533
N  0.5465  0.6395  -0.0059  1.486
N  -1.2308  -0.5942  -0.1173  0.324
H  0.3991  1.0160  -0.9315  -0.255
H  1.1608  1.2340  0.5319  -0.400
H  -1.4593  -0.0953  -0.9652  -0.177
H  -1.9228  -1.2096  0.2857  -0.052
C  4.6807  0.9915  -2.8704  0.585
O  5.5577  1.8018  -2.7928  -0.722
N  4.8661  -0.2080  -3.3528  -0.180
N  3.4403  1.1139  -2.3301  0.062
H  4.0786  -0.8318  -3.4572  0.058
H  5.7180  -0.5627  -3.7633  0.183
H  3.0033  0.2218  -2.1474  -0.177
H  3.0081  1.8736  -1.8240  0.144
C  5.4018  0.7947  1.6403  0.632
O  6.4034  0.1655  1.9069  -0.765
N  4.9535  1.6767  2.4332  -0.321
N  4.6062  0.5955  0.6692  0.048
H  5.6209  1.7638  3.1862  0.195
H  4.2597  2.3136  2.0682  0.207
H  4.6198  -0.2970  0.1966  -0.021
H  3.8521  1.2236  0.4309  0.184
C  2.0834  3.0261  1.3240  0.184
O  2.5477  2.6749  0.2396  -0.688
N  1.1813  3.9648  1.3987  -0.404
N  2.2209  2.5004  2.4945  -0.213
H  0.5942  3.9232  2.2196  0.047
H  0.9480  4.4085  0.5219  0.301
H  1.8644  2.9229  3.3398  0.228
H  2.5748  1.5714  2.6726  0.181
C  -3.1576  -2.9479  2.5993  0.591
O  -3.3580  -2.6161  1.4226  -0.745
N  -2.8736  -2.1249  3.6317  -0.319
N  -3.1218  -4.2200  2.9316  -0.463
H  -2.8962  -2.4704  4.5805  0.164
H  -2.7594  -1.1814  3.2898  0.190
H  -3.2700  -4.9057  2.2050  0.227
H  -2.7187  -4.5341  3.8028  0.178
C  3.2749  -2.2064  -0.5912  0.118
O  2.6863  -1.4933  -1.3342  0.005
N  3.2391  -2.2202  0.7720  -0.288
N  4.2550  -2.9698  -1.0431  -0.413
H  2.4950  -1.7119  1.2281  0.052
H  3.4837  -2.9775  1.3938  0.212
H  4.3508  -2.9388  -2.0481  0.265
H  4.8357  -3.6148  -0.5264  0.148
C  0.0603  -0.9989  5.3037  0.676
O  0.4447  -2.0608  4.9662  -0.620
N  -0.9347  -0.7317  6.0229  -0.397
N  0.5292  0.1918  4.8996  -0.377
H  -1.1329  0.2042  6.3467  0.190
H  -1.4856  -1.5680  6.1544  0.212
H  1.1577  0.3097  4.1178  0.094
H  -0.0785  0.9931  4.9934  0.214
C  -1.7270  3.0462  2.3687  0.439
O  -2.3009  2.7584  1.4128  -0.579
N  -0.7733  2.3394  2.8729  -0.038
N  -1.8521  4.1886  3.0052  -0.348
H  -0.2081  2.7925  3.5766  0.231
H  -0.5254  1.4950  2.3772  -0.162
H  -1.3148  4.3180  3.8505  0.127
H  -2.5063  4.9153  2.7522  0.206
C  -2.8396  -0.9053  -3.7612  0.422
O  -1.8840  -0.2331  -4.1603  -0.934
N  -4.0442  -0.5152  -3.9560  -0.315
N  -2.6347  -1.8732  -2.8667  -0.213
H  -4.7119  -1.2510  -3.7749  0.297
H  -4.3828  0.3028  -4.4422  0.221
H  -3.4322  -2.4347  -2.6042  0.244
H  -1.7071  -2.2273  -2.6814  0.157
C  1.5805  -1.4788  -4.5387  0.549
O  2.6121  -2.0860  -4.3468  -0.733
N  0.7917  -1.0454  -3.5819  0.201
N  1.1103  -1.2352  -5.7537  -0.407
H  0.9562  -1.3447  -2.6314  0.020
H  -0.1486  -0.7840  -3.8417  0.141
H  1.7464  -1.4612  -6.5050  0.233
H  0.1228  -1.1608  -5.9520  0.180
C  -1.0731  2.7789  -2.0111  0.370
O  -0.3809  3.5784  -1.3954  -0.715
N  -2.1631  2.4153  -1.5049  -0.167
N  -0.6759  2.1955  -3.0798  -0.251
H  -2.6442  2.9391  -0.7877  0.231
H  -2.7900  1.8884  -2.0961  0.127
H  0.2474  2.5831  -3.2118  0.163
H  -1.0980  1.3907  -3.5205  0.249
C  -5.9688  -2.0156  -1.5762  0.624
O  -5.3422  -2.5975  -2.4653  -0.893
N  -5.5143  -1.9265  -0.3789  -0.274
N  -7.0807  -1.4878  -1.7890  -0.360
H  -4.6100  -2.3091  -0.1425  0.299
H  -6.1051  -2.0285  0.4339  0.213
H  -7.6294  -1.5294  -2.6359  0.250
H  -7.5055  -0.8167  -1.1651  0.180

--- ii ---
# C12H48N24O12

A cluster of 12 separate species, C12H48N24O12 in total (ωB97M-V/def2-TZVPD, the OMol25 dataset).

structure (SMILES)	NC(N)=O.NC(N)=O.NC(N)=O.NC(N)=O.NC(N)=O.NC(N)=O.NC(N)=O.NC(N)=O.NC(N)=O.NC(N)=O.NC(N)=O.NC(N)=O
E_HOMO	-8.7	eV

Each line ends with the Mulliken charge.
Element x y z (Å)
C  2.7372  -1.0521  1.0267  0.512
O  2.9619  -2.2265  0.8195  -0.696
N  1.4668  -0.6007  1.2852  -0.023
N  3.6297  -0.0440  0.7581  -0.331
H  1.2885  0.3999  1.3790  0.216
H  0.6721  -1.1461  0.9910  0.193
H  4.6044  -0.1265  0.5390  0.175
H  3.2309  0.8666  0.9181  0.177
C  1.0939  4.8920  5.6599  0.614
O  0.9937  4.7489  4.4549  -0.670
N  1.5135  6.0123  6.2711  -0.512
N  0.9147  3.8529  6.5316  -0.193
H  1.7547  6.7491  5.6276  0.280
H  1.1040  6.1989  7.1707  0.195
H  0.3610  3.1246  6.1116  0.009
H  1.1043  3.9994  7.5058  0.185
C  1.9690  0.2446  7.6085  0.557
O  1.2907  -0.3227  8.4817  -0.661
N  1.3516  0.6982  6.5278  0.038
N  3.2997  0.4521  7.6690  -0.474
H  1.9407  1.0885  5.8087  0.213
H  0.3490  0.7317  6.4478  -0.198
H  3.7569  0.1664  8.5177  0.279
H  3.5603  1.2834  7.1635  0.187
C  -2.9379  3.6873  6.5336  0.386
O  -3.5130  4.6053  7.1253  -0.743
N  -2.5198  2.5742  7.1861  -0.113
N  -2.4153  3.7925  5.3056  -0.188
H  -2.9897  2.3652  8.0513  0.078
H  -2.1029  1.8122  6.6479  0.540
H  -1.6975  3.1235  5.0833  0.030
H  -2.4180  4.7042  4.8810  0.238
C  -4.9404  -2.6834  9.1061  0.572
O  -5.5169  -1.7191  9.5853  -0.705
N  -5.3534  -3.9509  9.1966  -0.384
N  -3.8054  -2.4713  8.3800  0.102
H  -6.2997  -4.1020  9.5013  0.260
H  -4.8409  -4.6877  8.7431  0.193
H  -3.3739  -1.5761  8.5404  -0.265
H  -3.3867  -3.2445  7.8922  0.055
C  -0.7959  -3.7295  8.1000  0.490
O  -0.7140  -4.9668  8.0709  -0.799
N  -1.0050  -3.0801  9.2800  -0.217
N  -0.5793  -2.8569  7.0890  0.252
H  -0.8994  -2.0911  9.1146  0.076
H  -1.3250  -3.5424  10.1091  0.236
H  -0.4855  -1.8750  7.2989  -0.129
H  -0.1347  -3.2600  6.2776  -0.062
C  -4.3098  -4.4896  4.4338  0.665
O  -3.6735  -5.5440  4.4017  -0.693
N  -3.7595  -3.2816  4.5170  0.144
N  -5.6619  -4.5067  4.3602  -0.407
H  -4.4125  -2.5576  4.7598  0.183
H  -2.7534  -3.2530  4.4978  -0.215
H  -6.1991  -3.6651  4.4893  0.134
H  -6.2078  -5.3491  4.3469  0.230
C  -1.3005  -0.0118  4.6675  -0.448
O  -1.3913  1.0676  5.2497  -0.509
N  -1.6422  -1.2334  5.1712  0.458
N  -0.8074  -0.0898  3.3945  0.219
H  -1.9298  -1.0821  6.1275  -0.089
H  -1.1390  -2.0259  4.8002  0.419
H  -0.5488  0.7801  2.9532  0.063
H  -1.2273  -0.7776  2.7848  0.003
C  0.0783  -5.0116  4.1473  0.508
O  -0.3808  -3.8832  4.2856  -0.579
N  0.4702  -5.6570  5.2431  -0.303
N  0.2972  -5.7600  3.0242  -0.471
H  0.5879  -6.6209  4.9701  0.159
H  0.2175  -5.4636  6.2018  0.114
H  1.0228  -6.4546  3.0596  0.158
H  0.2109  -5.3372  2.1136  0.261
C  0.6479  2.8377  1.4500  0.680
O  0.9610  1.9081  2.1741  -0.867
N  0.5433  2.8532  0.0603  -0.373
N  0.1549  4.0070  1.8534  -0.463
H  0.7850  2.1143  -0.5803  0.242
H  0.2118  3.6877  -0.3811  0.136
H  0.3453  4.0853  2.8540  0.310
H  0.2489  4.8424  1.3085  0.259
C  -1.9799  0.1955  9.3598  0.383
O  -1.7727  -0.3593  8.2819  -0.175
N  -1.0474  0.7369  10.1631  -0.372
N  -3.2354  0.4199  9.8013  -0.399
H  -1.3376  1.0115  11.0829  0.178
H  -0.0972  0.6701  9.8266  0.255
H  -4.0189  0.1964  9.2086  0.227
H  -3.4342  0.6203  10.7659  0.132
C  -2.5953  -1.7762  0.7555  0.589
O  -1.3850  -1.5863  0.6798  -0.743
N  -3.2041  -2.6262  1.5966  -0.279
N  -3.4616  -1.0031  0.0766  -0.467
H  -2.8011  -3.5426  1.7207  0.235
H  -4.2080  -2.5673  1.6039  0.132
H  -3.0547  -0.3085  -0.5269  0.232
H  -4.4050  -1.3239  -0.0481  0.166

Stability summary - winner: ii; margin: 107.4 kcal/mol.